# 1
{
  "formula": "C2H5IOS",
  "method": "ωB97M-V with the def2-TZVPD basis set",
  "symbols": ["C", "C", "O", "S", "H", "H", "H", "H", "I", "H"],
  "coordinates": [[-0.45881, 0.94051, 0.71958], [-0.30009, 0.17978, -0.49035], [0.01740, 0.44357, -1.60001], [-0.96781, -1.49337, -0.08938], [-1.39215, 1.57285, 0.59918], [-0.61104, 0.23241, 1.55728], [0.41970, 1.43347, 0.92241], [-1.23404, -1.82525, -1.36692], [2.99241, -0.15795, -0.46457], [1.53443, -1.32602, 0.21278]],
  "atomic_forces_ev_per_a": [[-2.3, 0.1, 1.3], [-1.6, -2.3, -1.3], [0.2, 0.7, -0.1], [0.0, -0.3, -0.5], [1.3, -0.4, 0.3], [-0.1, 0.6, -0.3], [1.8, 1.9, 0.4], [0.3, -0.1, 0.1], [-1.9, -2.0, 1.3], [2.4, 1.8, -1.2]],
  "energy_ha": -850.265870,
  "homo_energy_ev": -9.60,
  "smiles": "CC(=O)S.I",
  "max_force_ev_per_a": 3.206,
  "de_lowest_ev": 1.367
}

# 2
{
  "formula": "C2H5N",
  "method": "ωB97M-V with the def2-TZVPD basis set",
  "symbols": ["C", "C", "N", "H", "H", "H", "H", "H"],
  "coordinates": [[0.41405, -0.69443, 0.09803], [-0.90282, -0.02983, 0.05447], [0.42847, 0.67981, -0.27511], [1.18735, -0.51123, 1.11702], [0.76525, -1.23277, -0.74587], [-1.35611, 0.37660, 0.92638], [-1.35389, -0.45315, -0.77055], [0.69075, 1.40748, 0.48376]],
  "atomic_forces_ev_per_a": [[4.2, 1.9, 5.3], [3.4, 0.9, 0.9], [-1.8, 3.2, -0.9], [-2.6, -2.5, -2.5], [0.1, -1.3, -0.1], [-0.7, -0.4, 0.4], [-1.8, 0.2, -1.6], [-0.8, -2.1, -1.4]],
  "energy_ha": -133.842976,
  "homo_energy_ev": -9.09,
  "smiles": "C1CN1",
  "max_force_ev_per_a": 7.021,
  "de_lowest_ev": 2.461
}

# 3
{
  "formula": "C2H5N",
  "method": "ωB97M-V with the def2-TZVPD basis set",
  "symbols": ["H", "N", "C", "C", "H", "H", "H", "H"],
  "coordinates": [[1.30832, -0.41210, -1.82971], [1.14384, -0.16440, -0.86160], [-0.03973, -0.33546, -0.51529], [-0.32090, 0.24069, 0.84040], [-0.82700, -0.77011, -1.02845], [-1.27486, 0.86045, 0.59553], [0.37055, 0.99349, 1.08792], [-0.36022, -0.41256, 1.71121]],
  "atomic_forces_ev_per_a": [[0.1, -0.4, -0.3], [1.4, 0.2, -1.6], [1.5, 1.0, 3.1], [-3.0, 1.0, -0.8], [-1.5, -0.9, -1.4], [0.9, -1.2, 1.3], [1.3, 0.7, 0.0], [-0.7, -0.3, -0.3]],
  "energy_ha": -133.916982,
  "homo_energy_ev": -9.96,
  "smiles": "[H]/N=C/C",
  "max_force_ev_per_a": 3.594,
  "de_lowest_ev": 0.447
}

# 4
{
  "formula": "C2H5N",
  "method": "ωB97M-V with the def2-TZVPD basis set",
  "symbols": ["H", "N", "C", "C", "H", "H", "H", "H"],
  "coordinates": [[2.26046, -0.52559, 0.23024], [1.23813, -0.51670, 0.38054], [0.46008, 0.18286, -0.32495], [-0.94596, 0.03863, 0.08807], [0.77568, 0.80920, -1.18093], [-0.78275, -0.05271, 1.17836], [-1.39173, -0.85727, -0.19020], [-1.61391, 0.92157, -0.18114]],
  "atomic_forces_ev_per_a": [[-0.8, 0.4, -0.6], [1.3, -0.3, 0.5], [1.2, -0.5, -0.6], [-0.7, 3.0, 1.3], [-0.2, -0.2, 0.3], [-0.9, 0.3, -0.3], [-0.7, -1.6, -1.0], [0.8, -1.2, 0.4]],
  "energy_ha": -133.920451,
  "homo_energy_ev": -9.73,
  "smiles": "[H]/N=C/C",
  "max_force_ev_per_a": 3.369,
  "de_lowest_ev": 0.353
}